Molecular formula: C17H21N3O3S2
Method: DFT, wB97M-V/def2-TZVPD

Structure (XYZ):
```
46
Properties=species:S:1:pos:R:3:forces:R:3
C -4.10287 2.94523 3.38677 -0.028 0.014 -0.015
N -4.61263 1.64489 2.98619 0.117 0.013 0.013
C -4.92324 1.55055 1.56003 -0.244 -0.241 -0.059
C -3.96888 0.61908 0.79455 -0.445 0.177 -0.256
N -2.61129 0.73832 1.27605 0.364 0.971 -0.379
S -1.66933 1.95670 0.62599 0.319 -0.579 0.034
O -2.33825 2.47530 -0.53178 -0.112 -0.256 -0.105
O -1.24139 2.87677 1.64481 0.146 -0.281 -0.025
C -0.25852 0.99654 0.10207 -0.326 0.471 0.206
C -0.29115 0.38235 -1.13573 0.030 -0.028 -0.131
C 0.77016 -0.40624 -1.53167 -0.005 0.043 0.121
C 1.86565 -0.58852 -0.68366 -0.211 0.213 0.281
C 1.88682 0.03681 0.56238 0.129 -0.075 0.042
C 0.82064 0.82872 0.94762 -0.098 0.105 -0.034
H 0.82248 1.33601 1.89888 0.085 0.042 0.143
H 2.73523 -0.09945 1.21181 -0.007 0.010 0.009
N 2.90397 -1.39888 -1.13794 -0.186 -0.125 -0.361
C 4.06970 -1.73247 -0.51514 0.087 -0.286 -0.396
O 4.39018 -1.38863 0.59596 0.126 0.097 0.341
C 4.95404 -2.65112 -1.36932 0.058 0.101 0.254
C 4.87304 -2.37524 -2.82854 0.231 0.156 -0.250
C 4.14579 -3.03596 -3.77418 0.171 0.035 0.266
C 4.26491 -2.46750 -5.06295 0.028 0.180 -0.207
C 5.07225 -1.37828 -5.07629 0.143 0.162 0.222
S 5.70889 -1.02044 -3.51930 -0.386 -0.523 -0.112
H 5.34026 -0.75724 -5.90735 0.030 0.098 -0.221
H 3.77234 -2.85771 -5.93513 -0.060 -0.034 -0.180
H 3.55803 -3.91297 -3.56387 -0.080 -0.175 0.111
H 5.97552 -2.53570 -1.00270 -0.121 -0.051 0.080
H 4.63749 -3.67893 -1.16936 0.059 0.032 -0.004
H 2.78264 -1.76293 -2.07636 0.135 0.100 0.183
H 0.75940 -0.88403 -2.50124 -0.012 -0.037 -0.104
H -1.14261 0.54600 -1.77628 -0.067 -0.040 -0.167
C -2.43742 0.46544 2.69111 0.264 -0.221 0.552
C -3.78844 0.54265 3.42779 0.014 -0.027 -0.155
H -3.61285 0.64278 4.50056 0.013 -0.117 -0.031
H -4.35418 -0.37880 3.26123 0.083 -0.043 0.111
H -1.98782 -0.52835 2.81587 -0.015 0.090 0.105
H -1.74844 1.21389 3.08648 -0.058 -0.162 0.165
H -4.27107 -0.42816 0.89510 0.046 0.080 -0.049
H -3.95650 0.88509 -0.26133 -0.239 -0.173 0.022
H -4.86938 2.54642 1.11672 -0.042 -0.014 -0.003
H -5.95083 1.17870 1.45230 0.055 0.073 -0.196
H -3.94073 2.93311 4.46416 0.011 0.087 0.066
H -3.16872 3.23243 2.89044 -0.038 0.049 0.066
H -4.86286 3.69380 3.16525 0.034 0.092 0.045
```
Forces are in eV/Å.

Summary:
LUMO: 0.504 eV
SMILES: CN1CCN(S(=O)(=O)c2ccc(NC(=O)Cc3cccs3)cc2)CC1
net charge: 0
HOMO-LUMO gap: 8.5994 eV



Molecular formula: C17H21N4O2PS3W
Method: DFT, wB97M-V/def2-TZVPD

Structure (XYZ):
```
49
Properties=species:S:1:pos:R:3:forces:R:3
W 0.11830 -0.26300 0.47330 -0.109 -2.423 0.162
N 3.22820 2.45280 -0.82920 0.144 0.074 -0.025
C 2.08170 1.82420 -0.58290 -0.385 -0.633 -0.095
S 2.10070 0.04680 -0.76040 -0.472 0.183 0.273
N 1.00770 2.46800 -0.26580 0.715 1.445 -0.093
N -0.06570 1.72360 0.04530 -1.082 0.102 0.612
C -1.27440 2.27030 -0.02460 0.455 -0.241 -0.079
C -1.53640 3.66860 -0.35630 -0.029 0.496 -0.261
C -0.77040 4.70190 0.19240 -0.222 -0.124 0.104
C -1.06220 6.01910 -0.11010 -0.088 0.009 -0.039
C -2.10910 6.32950 -0.96680 0.051 -0.128 0.010
C -2.85320 5.30880 -1.54000 -0.047 0.196 -0.012
C -2.57080 3.99140 -1.24300 0.391 -0.119 0.092
C -2.34200 1.31070 0.17760 0.027 0.390 0.043
C -3.69990 1.62290 0.30740 0.018 -0.193 0.018
C -4.62460 0.60670 0.45580 0.292 0.035 -0.043
C -4.18160 -0.71380 0.46580 0.312 0.164 -0.044
C -2.82980 -0.95710 0.35300 -0.754 -0.904 -0.012
N -1.92140 0.01630 0.23770 0.037 0.785 -0.203
H 4.02010 1.93330 -1.16410 0.005 0.095 0.012
H 3.27770 3.45420 -0.76330 -0.002 0.091 -0.002
H 0.03500 4.46970 0.87150 0.027 -0.006 0.002
H -0.47290 6.80960 0.32650 0.065 0.088 0.068
H -2.33590 7.35970 -1.19370 -0.019 0.087 -0.031
H -3.65470 5.54040 -2.22320 -0.078 0.042 -0.100
H -3.11580 3.20040 -1.73470 -0.119 -0.043 -0.048
H -4.01770 2.65310 0.30170 0.069 0.033 0.003
H -5.67600 0.82910 0.55020 -0.070 0.074 0.053
H -4.86960 -1.53650 0.57200 -0.009 -0.093 -0.030
H -2.44690 -1.97140 0.34540 -0.053 0.170 0.105
C -1.41940 -5.16060 3.20540 0.217 0.287 0.066
C -1.03130 -3.80840 3.76330 -0.483 -0.136 0.144
O 0.30590 -3.43460 3.37350 0.357 0.069 -0.278
P 0.55300 -2.27730 2.32490 0.151 0.028 0.358
S -0.29890 -0.53200 2.95480 0.684 -0.086 -1.511
S 0.02100 -2.79830 0.42840 0.257 0.562 0.769
O 2.11840 -2.06560 2.37480 -0.286 -0.091 0.178
C 2.99280 -3.19910 2.11250 0.317 -0.239 -0.168
C 4.31030 -2.67550 1.58370 -0.327 0.004 0.085
H -2.45040 -5.36030 3.47940 -0.151 -0.095 0.022
H -0.79130 -5.94380 3.61650 0.082 -0.107 0.024
H -1.33360 -5.16720 2.12340 -0.030 -0.037 -0.156
H -1.02330 -3.82410 4.85490 -0.041 0.099 -0.124
H -1.72770 -3.03310 3.42290 0.043 -0.066 0.125
H 2.50960 -3.85320 1.37710 0.067 0.072 0.122
H 3.12070 -3.74500 3.05000 -0.086 0.069 -0.084
H 4.15320 -2.11660 0.66380 0.013 0.031 -0.057
H 4.96840 -3.51440 1.37450 0.083 -0.071 -0.006
H 4.78510 -2.02830 2.31550 0.066 0.057 0.054
```
Forces are in eV/Å.

Summary:
LUMO (spin up / spin down): -4.447 / -4.419 eV
⟨S²⟩: 0.789
net charge: +1
spin multiplicity: 2
HOMO-LUMO gap (spin up / spin down): 5.8478 / 5.6636 eV



Molecular formula: C17H21N4SeSn
Method: DFT, wB97M-V/def2-TZVPD

Structure (XYZ):
```
44
Properties=species:S:1:pos:R:3:forces:R:3
Sn -0.05899 2.66672 -0.37872 0.044 -0.025 -0.043
C 0.84161 -1.07221 -2.42633 -0.020 0.007 -0.018
N 1.42233 -1.21311 -1.09675 0.034 0.007 0.041
C 1.42463 -2.36711 -0.34704 -0.019 0.013 -0.019
C 2.03631 -2.08150 0.82258 0.015 0.000 0.009
N 2.39767 -0.75299 0.77251 -0.003 0.013 0.015
C 3.14822 -0.04254 1.80020 -0.007 -0.004 0.011
C 2.01150 -0.22932 -0.40227 -0.030 -0.033 -0.044
Se 2.32607 1.52157 -0.99594 0.007 0.033 0.017
H 0.58906 -2.06352 -2.79188 0.008 -0.001 -0.004
H 1.56297 -0.60628 -3.09258 0.002 -0.002 0.005
H -0.05730 -0.46253 -2.36428 -0.002 -0.003 -0.004
H 1.00556 -3.28604 -0.71488 -0.002 -0.006 0.002
H 2.25839 -2.70243 1.67156 0.000 -0.001 0.001
H 3.33773 -0.73013 2.61947 -0.002 -0.003 -0.001
H 2.57396 0.80788 2.15976 0.004 -0.006 -0.004
H 4.09271 0.31067 1.39310 0.002 -0.002 -0.002
C -2.51015 -2.31118 -0.83794 -0.021 0.015 -0.004
C -2.70231 -1.26988 0.27178 -0.015 0.003 0.014
C -4.14335 -0.74196 0.24643 0.006 -0.009 -0.004
C -2.40048 -1.90389 1.63676 0.005 -0.012 -0.019
C -1.77580 -0.14777 0.05103 0.037 -0.015 -0.024
C -1.00849 0.77548 -0.13058 -0.062 0.035 0.071
H -3.20437 -3.13915 -0.68853 0.006 -0.006 0.003
H -1.49474 -2.71001 -0.82057 0.009 -0.010 -0.018
H -2.70286 -1.87718 -1.81971 0.015 -0.002 0.005
H -4.83840 -1.56639 0.41193 -0.001 0.001 0.002
H -4.37348 -0.28423 -0.71547 0.001 0.001 0.001
H -4.29906 0.00253 1.02724 -0.003 0.003 0.002
H -3.07876 -2.73980 1.81298 -0.005 0.002 0.005
H -2.53887 -1.17987 2.44122 -0.003 -0.004 0.007
H -1.37580 -2.27872 1.67450 0.001 0.012 0.003
N 1.88025 2.50670 7.08586 0.016 -0.008 -0.002
C 1.58107 2.52660 5.97831 -0.027 0.013 0.006
C 1.20168 2.54240 4.59090 0.018 -0.003 -0.005
C 0.22772 1.66810 4.12201 0.001 -0.007 0.000
C -0.09666 1.70176 2.77889 0.008 0.008 -0.006
N 0.49237 2.54607 1.92741 -0.008 -0.011 0.001
C 1.41886 3.39616 2.38194 -0.007 0.001 0.000
C 1.80961 3.42734 3.70508 -0.002 0.003 0.002
H -0.26576 0.97586 4.78877 -0.001 0.000 0.000
H -0.83464 1.03449 2.35085 0.003 0.001 0.000
H 1.86397 4.06472 1.65488 -0.002 0.001 -0.004
H 2.56474 4.12302 4.04071 0.001 0.001 -0.002
```
Forces are in eV/Å.

Summary:
LUMO: -3.761 eV
net charge: +1
HOMO-LUMO gap: 7.6939 eV



Molecular formula: C17H21N5O2PdS
Method: DFT, wB97M-V/def2-TZVPD

Structure (XYZ):
```
47
Properties=species:S:1:pos:R:3:forces:R:3
N 0.31335 3.56568 -0.86430 0.272 1.606 0.842
C 0.46871 4.69014 -0.58869 -0.269 -1.524 -0.610
C 0.70046 6.09935 -0.30894 0.154 0.189 -0.131
H -0.24550 6.66361 -0.28941 0.343 -0.262 0.026
H 1.35442 6.50332 -1.09721 -0.267 -0.072 0.166
H 1.23685 6.19565 0.64052 -0.204 0.040 -0.065
N 2.89022 -1.65736 -0.45371 -0.479 0.370 -0.791
C 3.75318 -2.17209 -1.02910 0.152 -0.182 1.200
C 4.91453 -2.87928 -1.54782 -0.079 0.094 -0.514
H 5.32600 -2.27718 -2.36846 0.236 -0.117 0.255
H 4.58355 -3.82579 -1.98868 0.106 -0.011 0.223
H 5.66657 -3.05157 -0.75491 -0.405 0.159 -0.336
N -2.89530 -1.84733 -1.18936 -1.582 -0.426 1.271
C -3.89586 -2.22785 -0.71774 1.841 0.716 -1.317
C -5.15084 -2.74999 -0.22478 -0.216 -0.291 0.261
H -4.94027 -3.49994 0.54685 -0.148 0.126 -0.120
H -5.68502 -3.23646 -1.04570 0.055 0.048 0.043
H -5.78153 -1.95573 0.18340 0.114 -0.080 -0.063
Pd 0.71189 -0.18889 -0.44995 1.047 -0.561 -2.541
C -0.24964 -1.75095 0.23030 -2.943 -7.299 3.721
O -0.69394 -2.67907 0.78776 2.307 4.959 -2.947
C 1.74050 1.23431 0.40770 4.298 5.907 4.475
O 2.23460 2.05729 1.07754 -2.537 -4.389 -3.508
C 1.28340 1.14489 -2.65573 0.706 0.640 -0.198
C -0.09399 1.18446 -2.44214 -0.661 0.593 0.070
C -0.84770 0.00123 -2.45901 -0.751 0.323 0.120
C -0.22322 -1.21490 -2.71183 -0.550 -1.134 -0.201
C 1.16133 -1.26354 -2.89833 0.033 -1.221 -0.543
C 1.91280 -0.08660 -2.87653 1.066 0.731 -0.459
H 1.85654 2.07128 -2.71747 -0.133 -0.142 0.165
H -0.63343 2.10814 -2.26243 0.390 0.177 -0.115
H -1.91545 0.08752 -2.28373 -0.016 -0.424 -0.113
H -0.82095 -2.12358 -2.80991 0.059 0.185 0.181
H 1.61507 -2.22756 -3.14734 -0.008 0.358 0.152
H 2.97784 -0.08815 -3.12495 -0.289 -0.131 0.192
S -1.01464 0.95522 0.77821 -1.569 0.705 0.474
C -0.96430 0.26323 2.33537 1.771 -1.135 1.515
N 0.03518 -0.33863 3.06174 -0.838 1.378 -1.398
C -0.33936 -0.35090 4.47997 0.300 0.054 0.744
C -1.85949 -0.23806 4.42270 0.721 -0.167 0.296
N -2.06806 0.25128 3.07870 -0.989 0.869 0.144
H 1.02039 -0.31633 2.81342 -0.283 0.079 -0.114
H 0.04765 0.53202 5.01219 0.261 -0.264 -0.294
H 0.05216 -1.25164 4.94600 -0.239 -0.014 0.143
H -2.24195 0.46743 5.17241 -0.325 -0.118 -0.232
H -2.32685 -1.20480 4.55428 -0.574 -0.369 0.040
H -2.96988 0.62813 2.77910 0.123 0.029 -0.109
```
Forces are in eV/Å.

Summary:
LUMO (spin up / spin down): -13.171 / -17.370 eV
⟨S²⟩: 6.066
net charge: +4
spin multiplicity: 5
HOMO-LUMO gap (spin up / spin down): 9.0084 / 4.7842 eV



Molecular formula: C17H21N5O2S
Method: DFT, wB97M-V/def2-TZVPD

Structure (XYZ):
```
46
Properties=species:S:1:pos:R:3:forces:R:3
C -1.79327 6.11507 1.63622 0.009 0.010 0.011
C -2.48466 4.92273 1.03887 0.062 0.009 -0.128
C -3.64055 5.07137 0.29365 0.010 0.003 0.007
C -4.30110 3.98217 -0.26300 -0.002 0.009 0.002
C -3.77641 2.72037 -0.07176 0.017 -0.023 -0.006
C -2.60509 2.52988 0.66057 -0.031 -0.016 0.002
C -2.06893 1.15546 0.88419 0.035 0.019 -0.012
O -1.48946 0.82983 1.91450 -0.023 -0.041 0.000
N -2.27033 0.27528 -0.13301 -0.002 -0.028 -0.011
C -1.79073 -1.10850 -0.11560 -0.011 0.001 0.006
C -2.41842 -1.91818 1.01861 0.011 0.007 -0.020
C -0.28926 -1.16838 -0.06607 0.005 -0.004 0.000
C 0.44593 -1.81224 -0.96146 0.000 -0.009 0.007
C 1.92703 -1.86122 -0.83427 0.023 0.039 -0.042
O 2.54720 -1.29688 0.05044 -0.002 0.003 0.016
N 2.56165 -2.57343 -1.81285 -0.019 -0.025 0.050
C 3.99068 -2.83069 -1.71529 -0.027 0.009 0.014
C 4.55855 -3.17535 -3.08259 -0.006 -0.008 0.012
C 4.24874 -3.93424 -0.71538 -0.030 -0.027 -0.046
N 4.19410 -5.18911 -1.03419 0.043 0.015 -0.011
N 4.40968 -6.01879 0.02508 0.004 -0.017 0.017
C 4.62646 -5.36049 1.11866 -0.010 -0.015 -0.026
S 4.56030 -3.65875 0.95058 0.010 0.023 0.046
C -1.94927 3.63418 1.23140 -0.057 -0.021 0.177
N -0.77990 3.47090 1.94909 -0.054 0.125 0.143
H -1.74909 6.05093 2.72775 0.002 -0.004 -0.001
H -0.76704 6.20824 1.27112 -0.001 -0.003 0.004
H -2.32175 7.03286 1.38502 -0.001 -0.002 -0.007
H -4.04215 6.06910 0.15803 -0.008 -0.004 -0.007
H -5.21575 4.12070 -0.82255 -0.001 -0.003 0.001
H -4.29775 1.85580 -0.46436 -0.012 0.012 -0.006
H -2.53962 0.65721 -1.02268 -0.003 0.013 0.008
H -2.11809 -1.53753 -1.06533 -0.003 -0.001 0.005
H -2.12805 -2.96446 0.92260 -0.002 0.001 0.005
H -2.08744 -1.54565 1.98471 -0.002 -0.003 0.007
H -3.50541 -1.84918 0.96644 0.000 0.000 0.005
H 0.20244 -0.66906 0.76171 -0.011 0.002 0.004
H -0.01188 -2.32181 -1.80479 -0.005 0.001 0.001
H 2.01625 -3.20831 -2.37422 0.014 0.008 -0.022
H 4.43556 -1.91134 -1.33693 0.021 -0.006 -0.015
H 5.63312 -3.33735 -3.01392 -0.002 -0.004 -0.005
H 4.10967 -4.09272 -3.46255 0.008 -0.001 -0.012
H 4.36607 -2.35947 -3.77813 -0.004 0.003 0.005
H 4.82066 -5.85123 2.05997 -0.005 0.010 0.006
H -0.71266 2.58959 2.43934 0.067 -0.076 -0.165
H -0.50006 4.26269 2.50237 -0.005 0.018 -0.018
```
Forces are in eV/Å.

Summary:
LUMO: 0.647 eV
SMILES: Cc1cccc(C(=O)N[C@H](C)/C=C/C(=O)N[C@H](C)c2nncs2)c1N
net charge: 0
HOMO-LUMO gap: 8.7309 eV



Computed maximum force (eV/Å) in order:
1.1 2.4 0.1 8.7 0.2
Computed energy relative to the best compared isomer or geometry (same formula, charge and spin) (eV) in order:
1.293 0.660 0.000 1.751 1.235